Below is the molecule C4H4O2, with properties calculated with ωB97M-V with the def2-TZVPD basis set.

Geometry as ORCA input:
```
! RIJCOSX wB97M-V def2-TZVPD def2/J DEFGRID3
* xyz 0 1
C -0.60211 -0.75585 -0.09572
O 0.74638 -1.14739 -0.50394
C 1.78252 -0.37401 -0.08285
C 2.20778 0.74878 0.86623
C 3.20883 0.05125 0.17377
O 4.32620 -0.17438 -0.17265
H -0.96113 -0.07372 -0.83911
H -0.69484 -0.25105 0.91842
H -1.15961 -1.70957 -0.23009
H 1.73184 1.57046 1.39973
*
```

## Properties
ΔE to the lowest compared entry with this formula, charge and spin: 77.1 kcal/mol
E: -305.1566 Ha
lowest unoccupied orbital energy: 0.618 eV
gap between HOMO and LUMO: 0.3707 Ha
highest occupied orbital energy: -0.348 Ha

Below is the molecule C3H2S3, with properties calculated with ωB97M-V with the def2-TZVPD basis set.

Geometry as ORCA input:
```
! RIJCOSX wB97M-V def2-TZVPD def2/J DEFGRID3
* xyz 0 1
S -2.64680 -0.75122 -0.00304
C -1.01965 -0.57032 -0.00115
C -0.25347 0.65767 -0.00276
C 1.08058 0.59216 -0.00295
S 1.83796 -0.97397 -0.00386
S 0.03654 -1.98350 -0.00029
H -0.80721 1.57797 0.00230
H 1.77205 1.45123 0.01175
*
```

## Properties
ΔE to the lowest compared entry with this formula, charge and spin: 0.0 kcal/mol
E: -1310.0639 Ha
lowest unoccupied orbital energy: -0.611 eV
gap between HOMO and LUMO: 0.2849 Ha
highest occupied orbital energy: -0.307 Ha

Below is a structure of composition C12H20CuN3O, with properties calculated with ωB97M-V with the def2-TZVPD basis set.

Geometry as ORCA input:
```
! RIJCOSX wB97M-V def2-TZVPD def2/J DEFGRID3
* xyz -1 2
C -1.45405 -1.09600 -3.44679
Cu 0.38189 -0.38197 -3.50780
N 1.79165 0.85380 -3.97720
H -3.72510 0.55300 -2.52860
H -4.07546 -0.08528 -2.78436
H -1.58344 -1.18026 -2.36181
H -1.39522 -2.08729 -3.91941
H -2.22407 -0.48268 -3.91106
H 2.59945 0.59945 -3.39691
H 1.46905 1.78541 -3.67702
H 2.03771 0.87700 -4.95781
C 0.59073 0.55756 3.22295
N 1.02237 0.87678 1.87745
N 0.58171 0.18872 0.79762
C 1.37622 0.49367 -0.30453
O 1.25732 -0.04921 -1.43287
C 2.31632 1.46651 0.18374
C 2.09351 1.62639 1.53040
C 2.86062 2.43962 2.50938
C -0.55550 -0.65817 0.85507
C -1.72658 -0.21154 1.48103
C -2.77884 -1.10417 1.68469
C -2.68895 -2.42353 1.21555
C -1.53720 -2.84318 0.53823
C -0.47603 -1.95608 0.33517
H -0.44917 0.85637 3.39134
H 1.22490 1.12301 3.91177
H 0.69845 -0.51210 3.45842
H 3.09138 1.92530 -0.39283
H 2.24309 3.16124 3.06850
H 3.44085 1.83272 3.22428
H 3.58961 3.03203 1.93991
H -1.79661 0.82218 1.81949
H -3.66568 -0.76650 2.21793
H -3.50685 -3.12422 1.38643
H -1.45195 -3.86435 0.16479
H 0.42385 -2.24425 -0.21515
*
```

## Properties
ΔE to the lowest compared entry with this formula, charge and spin: 0.0 kcal/mol
E: -2349.1178 Ha
lowest unoccupied orbital energy (spin up / spin down): 3.179 / 2.993 eV
gap between HOMO and LUMO (spin up / spin down): 0.1012 / 0.2323 Ha
<S²>: 0.769
highest occupied orbital energy (spin up / spin down): 0.016 / -0.122 Ha

Below is a structure of composition C9H26BrLiO7, with properties calculated with ωB97M-V with the def2-TZVPD basis set.

Geometry as ORCA input:
```
! RIJCOSX wB97M-V def2-TZVPD def2/J DEFGRID3
* xyz 0 1
Li -3.20320 1.06702 -1.70652
Br -0.93799 0.19324 -1.75393
C 0.45479 4.18175 -0.51504
C 1.69763 3.35191 -0.78799
C 1.97196 2.38696 0.36607
O 1.53576 2.60043 -1.98806
H 0.04699 4.66044 -1.40608
H 0.60274 4.92895 0.26521
H -0.32295 3.48291 -0.18297
H 2.56343 4.00668 -0.91319
H 2.27416 2.88553 1.29164
H 2.78037 1.69326 0.12337
H 1.11541 1.74867 0.58983
H 0.88162 1.89631 -1.84614
C -2.44911 0.64934 1.92399
C -3.42886 1.22527 2.90795
O -4.39260 2.00277 2.18737
O -1.60365 1.68635 1.43565
H -2.98624 0.20204 1.08873
H -1.79819 -0.07541 2.41537
H -2.92926 1.88407 3.62813
H -3.92729 0.43686 3.47984
H -5.13206 2.20983 2.76269
H -1.24905 1.48179 0.56085
C 3.20844 -2.03329 -1.07035
C 3.12032 -0.99245 -2.16655
O 1.95224 -1.17022 -2.98016
O 2.09921 -1.98649 -0.19403
H 4.10844 -1.87479 -0.47406
H 3.30497 -3.03508 -1.49996
H 3.94711 -1.12842 -2.86270
H 3.06246 0.00878 -1.73890
H 1.23973 -0.64310 -2.58262
H 1.37626 -2.39904 -0.69437
C -0.71106 -4.26139 0.17724
C -1.14606 -3.05317 0.95795
O -2.19625 -2.37168 0.30219
O 0.00414 -3.79769 -0.97225
H -1.59603 -4.84248 -0.10920
H -0.10067 -4.96763 0.75036
H -0.27129 -2.42431 1.15241
H -1.53099 -3.37781 1.92816
H -1.80472 -1.87024 -0.43061
H 0.36933 -4.56651 -1.41935
*
```

## Properties
ΔE to the lowest compared entry with this formula, charge and spin: 0.0 kcal/mol
E: -3466.7501 Ha
lowest unoccupied orbital energy: -1.199 eV
gap between HOMO and LUMO: 0.2932 Ha
highest occupied orbital energy: -0.337 Ha

Below is a cluster of 4 separate species, C24H20N4O8 in total, with properties calculated with ωB97M-V with the def2-TZVPD basis set.

Geometry as ORCA input:
```
! RIJCOSX wB97M-V def2-TZVPD def2/J DEFGRID3
* xyz 0 1
O 18.85812 25.21488 -15.47696
N 19.75924 24.48146 -15.81497
O 20.74373 24.84364 -16.41024
C 19.60234 23.06831 -15.50787
C 18.36915 22.54080 -15.15886
C 18.26784 21.17537 -14.93496
C 19.39787 20.36167 -14.99683
C 20.62135 20.87662 -15.40954
C 20.70226 22.22579 -15.66394
H 17.52527 23.21304 -15.08930
H 17.29517 20.78480 -14.67414
H 19.32901 19.31044 -14.75125
H 21.51973 20.28562 -15.51166
H 21.59997 22.74095 -15.98626
O 18.81988 30.95578 -10.05207
N 18.62669 30.85091 -11.24404
O 18.34152 31.79781 -11.94490
C 18.74895 29.55917 -11.88010
C 17.93097 29.25161 -12.95403
C 18.03446 27.96979 -13.50370
C 18.94559 27.03872 -12.99336
C 19.64111 27.31007 -11.82954
C 19.46090 28.55487 -11.24954
H 17.35051 30.04748 -13.40300
H 17.48925 27.66965 -14.38691
H 19.03847 26.08866 -13.49897
H 20.40750 26.68438 -11.39536
H 20.05344 28.80121 -10.37472
O 17.47308 18.64503 -16.84984
N 16.78801 17.73953 -16.41906
O 15.96885 17.87255 -15.54237
C 17.08546 16.39435 -16.91407
C 17.96857 16.20956 -17.98652
C 18.24302 14.93272 -18.38678
C 17.65162 13.82899 -17.76575
C 16.79573 14.01647 -16.70605
C 16.50885 15.31716 -16.27072
H 18.46350 17.05744 -18.43763
H 18.93583 14.77135 -19.20301
H 17.81303 12.77568 -17.96459
H 16.25981 13.19894 -16.24476
H 15.90396 15.55761 -15.40612
O 19.05513 31.30513 -15.84130
N 19.35032 30.14521 -15.98635
O 18.64934 29.29028 -16.47300
C 20.64741 29.69234 -15.42819
C 21.38201 30.58352 -14.65509
C 22.46769 30.10097 -13.93991
C 22.95182 28.80434 -14.13243
C 22.18059 27.94048 -14.91432
C 21.02620 28.37805 -15.54222
H 21.04134 31.59985 -14.52327
H 23.02509 30.85140 -13.39124
H 23.90471 28.50512 -13.72239
H 22.57465 26.94610 -15.08129
H 20.44701 27.60628 -16.03295
*
```

## Properties
ΔE to the lowest compared entry with this formula, charge and spin: 190.5 kcal/mol
E: -1747.1162 Ha
lowest unoccupied orbital energy: -0.886 eV
gap between HOMO and LUMO: 0.3184 Ha
highest occupied orbital energy: -0.351 Ha

Below is a structure of composition C4H8N4OS, with properties calculated with ωB97M-V with the def2-TZVPD basis set.

Geometry as ORCA input:
```
! RIJCOSX wB97M-V def2-TZVPD def2/J DEFGRID3
* xyz 0 1
C -0.87857 0.18739 -0.20949
C -1.70736 -0.89978 -0.20650
C 0.80665 -0.86991 -0.12652
C 2.24915 1.30904 0.97193
N -1.17124 -2.09963 -0.02033
N 0.17076 -2.00973 0.02004
N -0.87989 1.54856 -0.50747
N -3.06286 -0.87328 -0.25147
O 3.06944 -0.14748 -1.29281
S 2.54117 -0.41306 0.08844
H 1.72386 1.05557 1.90413
H 1.62897 1.86091 0.22598
H 3.08593 1.99912 1.07176
H 0.63772 -2.92882 -0.08665
H -0.33904 1.87298 -1.27959
H -0.72812 2.24041 0.27282
H -3.62695 -0.17523 -0.72258
H -3.51963 -1.65708 0.14831
*
```

## Properties
ΔE to the lowest compared entry with this formula, charge and spin: 68.7 kcal/mol
E: -849.4900 Ha
lowest unoccupied orbital energy (spin up / spin down): 0.327 / 0.327 eV
gap between HOMO and LUMO (spin up / spin down): 0.3083 / 0.3084 Ha
highest occupied orbital energy (spin up / spin down): -0.296 / -0.296 Ha

Question: Look up the E of the sixth one.
Answer: -849.4900 Ha